Density functional theory data (ωB97M-V/def2-TZVPD) for a structure of composition C32H26IrN5O5SSe.

Results
HOMO level (alpha / beta)	-11.617 / -11.632	eV

```
! RIJCOSX wB97M-V def2-TZVPD def2/J DEFGRID3
* xyz 1 2
Ir -0.9110 -0.5779 -1.5453
C -1.5136 3.6498 -1.8756
C -1.9209 4.0382 -0.6031
C -2.2292 3.0688 0.3227
C -2.1235 1.7123 -0.0015
N -1.6986 1.3502 -1.2405
C -1.4171 2.3073 -2.1460
N -2.5141 0.8364 1.0027
C -2.6888 -0.4131 0.7849
N -2.3746 -1.0556 -0.3913
C -2.8769 -2.3449 -0.4045
N -2.9057 -3.1150 -1.4237
C -2.5202 -2.7231 -2.6953
C -2.8458 -3.6043 -3.7260
C -2.5874 -3.2712 -5.0353
C -2.0161 -2.0362 -5.3221
C -1.6886 -1.2067 -4.2806
N -1.9183 -1.5375 -2.9944
C -3.4300 -2.5977 0.9393
C -3.9958 -3.7293 1.4897
C -4.4201 -3.6490 2.8124
C -4.2960 -2.4695 3.5430
C -3.7436 -1.3251 2.9775
C -3.3065 -1.4149 1.6710
H -1.2706 4.3700 -2.6429
H -2.0020 5.0853 -0.3444
H -2.5753 3.3112 1.3165
H -1.0876 1.9519 -3.1132
H -3.3034 -4.5414 -3.4477
H -2.8282 -3.9625 -5.8312
H -1.7974 -1.7313 -6.3344
H -1.1861 -0.2648 -4.4412
H -4.0988 -4.6383 0.9134
H -4.8564 -4.5185 3.2851
H -4.6392 -2.4451 4.5684
H -3.6570 -0.4022 3.5344
O 2.7642 -1.7621 -1.5296
Se 1.4155 -1.9359 -2.3572
O 1.3949 -2.8657 -3.6480
O 0.0575 -2.3104 -1.3460
O 0.7382 -0.3703 -2.7122
O 0.3174 -0.0230 -0.0053
S 0.9749 1.3402 0.3176
C 2.6560 1.2118 -0.3115
C 3.3734 2.5060 -0.0382
C 2.9101 3.7011 -0.5849
C 3.5668 4.8932 -0.3223
C 4.6967 4.9004 0.4840
C 5.1716 3.7121 1.0192
C 4.5099 2.5198 0.7631
C 1.1848 1.2106 2.1126
C 1.9406 0.0008 2.5739
C 3.2062 0.1571 3.1312
C 3.9326 -0.9486 3.5464
C 3.3992 -2.2207 3.4012
C 2.1315 -2.3821 2.8603
C 1.3996 -1.2776 2.4549
H 2.5129 1.0122 -1.3744
H 3.1249 0.3361 0.1354
H 2.0388 3.6957 -1.2311
H 3.2043 5.8161 -0.7551
H 5.2131 5.8297 0.6840
H 6.0633 3.7111 1.6319
H 4.8900 1.5892 1.1646
H 0.1554 1.2390 2.4766
H 1.6792 2.1420 2.3967
H 3.6175 1.1515 3.2544
H 4.9126 -0.8163 3.9853
H 3.9680 -3.0853 3.7158
H 1.7111 -3.3727 2.7499
H 0.4113 -1.4117 2.0362
*
```


Density functional theory data (ωB97M-V/def2-TZVPD) for a cluster of 4 separate species, C32H26N2O12S2 in total.

Results
SMILES	CNCc1ccc(S)c2c1Sc1ccccc1N2.O=C1C=C(O)C(=O)C=C1O.O=C1C=C(O)C(=O)C=C1O.O=C1C=C(O)C(=O)C=C1O
HOMO level	-7.925	eV

```
! RIJCOSX wB97M-V def2-TZVPD def2/J DEFGRID3
* xyz 0 1
C -1.4713 -0.9114 -3.3708
N -0.5837 -1.1120 -4.5554
C -0.6583 0.0144 -5.5388
C -0.7392 1.3917 -4.7271
C 0.4887 1.9340 -3.9557
C 0.3307 3.2484 -3.1651
C -1.0181 4.0512 -3.0951
S -1.0139 5.5746 -2.0574
C -2.2676 3.5323 -3.8903
C -2.0558 2.1997 -4.6853
S -3.5704 1.5867 -5.5952
C -4.9242 2.0255 -4.3813
C -6.1198 1.0738 -4.1601
C -7.2251 1.4615 -3.1533
C -7.0483 2.8165 -2.4022
C -5.8380 3.7716 -2.6083
C -4.7083 3.3801 -3.6251
N -3.5556 4.2784 -3.8503
H -0.9751 -0.2910 -2.5292
H -1.6552 -1.9524 -2.9038
H -2.4984 -0.4814 -3.6207
H 0.3827 -1.1874 -4.2042
H -1.5387 -0.1818 -6.2345
H 0.3064 -0.0034 -6.1464
H 1.4493 1.3152 -4.0076
H 1.2612 3.6384 -2.6119
H 0.0198 5.3772 -1.1259
H -6.1173 0.1013 -4.7744
H -8.0990 0.7502 -3.0187
H -7.8837 3.0940 -1.6665
H -5.8345 4.7362 -2.0048
H -3.4936 4.8638 -2.9899
O 2.3253 1.9814 -1.1166
C 2.3933 1.8620 0.0942
C 3.6673 1.8986 0.8191
C 3.6990 1.7470 2.1451
O 4.8735 1.7811 2.8327
C 2.4512 1.5332 2.9322
O 2.5218 1.3805 4.1394
C 1.1752 1.5206 2.2107
C 1.1428 1.6756 0.8848
O -0.0343 1.6689 0.2007
H 4.5651 2.0521 0.2356
H 4.6311 1.6466 3.7713
H 0.2761 1.3824 2.7963
H 0.2076 1.7975 -0.7397
O -2.2380 -4.7476 -2.6754
C -1.3069 -5.3930 -2.2260
C -1.4639 -6.3205 -1.1008
C -0.4157 -6.9970 -0.6263
O -0.5467 -7.8632 0.4159
C 0.9444 -6.8351 -1.2143
O 1.8821 -7.4557 -0.7428
C 1.0973 -5.9262 -2.3545
C 0.0485 -5.2518 -2.8318
O 0.1744 -4.4067 -3.8908
H -2.4554 -6.4273 -0.6817
H 0.3494 -8.2220 0.5692
H 2.0861 -5.8312 -2.7831
H -0.7208 -4.0417 -4.0413
O 1.8986 1.4815 7.5740
C 2.8286 0.8433 8.0341
C 2.6702 -0.0679 9.1725
C 3.7177 -0.7370 9.6587
O 3.5853 -1.5881 10.7132
C 5.0787 -0.5830 9.0707
O 6.0158 -1.1962 9.5526
C 5.2331 0.3094 7.9175
C 4.1850 0.9761 7.4288
O 4.3123 1.8060 6.3573
H 1.6780 -0.1690 9.5914
H 4.4812 -1.9442 10.8733
H 6.2226 0.3985 7.4892
H 3.4168 2.1669 6.1998
*
```


Density functional theory data (ωB97M-V/def2-TZVPD) for a structure of composition C32H26N6OSTi.

Results
HOMO level	-7.690	eV

```
! RIJCOSX wB97M-V def2-TZVPD def2/J DEFGRID3
* xyz 0 1
Ti 0.0746 -0.9536 0.2746
N 2.6235 -1.5540 3.9325
C 1.9925 -1.4204 2.7409
S 0.2712 -1.2241 2.7878
N 2.7635 -1.4499 1.6868
N 2.1419 -1.2819 0.4807
C 2.9281 -1.2927 -0.5384
C 2.5465 -1.0724 -1.9207
C 3.5544 -0.9521 -2.8841
C 3.2636 -0.6288 -4.1931
C 1.9421 -0.4072 -4.5686
C 0.9226 -0.5549 -3.6489
C 1.2038 -0.9126 -2.3299
O 0.2114 -1.1114 -1.4669
H 2.0847 -1.4621 4.7724
H 3.6272 -1.5099 3.9677
H 3.9894 -1.4322 -0.3431
H 4.5832 -1.1035 -2.5787
H 4.0622 -0.5319 -4.9163
H 1.7096 -0.1128 -5.5839
H -0.1142 -0.3910 -3.9157
N -7.3403 -1.7075 0.3055
C -6.1939 -1.6338 0.3599
C -4.7680 -1.5392 0.4127
C -4.1466 -0.7857 1.4076
C -2.7653 -0.6896 1.4323
C -1.9534 -1.3225 0.4804
C -2.6116 -2.0878 -0.4931
C -3.9899 -2.1995 -0.5388
H -4.7500 -0.2818 2.1515
H -2.3063 -0.0903 2.2120
H -2.0335 -2.6035 -1.2518
H -4.4746 -2.7903 -1.3055
C 0.4209 5.4160 3.3453
C 1.4331 4.5325 3.6915
C 1.5834 3.3462 2.9946
C 0.7367 3.0178 1.9306
C -0.2617 3.9320 1.5774
C -0.4175 5.1144 2.2808
C 0.8505 1.6684 1.3487
C 0.2361 1.1048 0.2911
C -0.3588 1.8686 -0.8253
C 0.4505 2.7409 -1.5640
C -0.0459 3.4211 -2.6634
C -1.3644 3.2487 -3.0610
C -2.1816 2.3881 -2.3427
C -1.6845 1.7014 -1.2459
H 0.2779 6.3260 3.9140
H 2.0984 4.7664 4.5131
H 2.3662 2.6493 3.2731
H -0.9259 3.7027 0.7569
H -1.2031 5.8051 2.0012
H 1.4568 1.0310 1.9817
H 1.4819 2.8794 -1.2616
H 0.5973 4.0954 -3.2156
H -1.7499 3.7750 -3.9249
H -3.2152 2.2495 -2.6358
H -2.3351 1.0443 -0.6891
N 0.3893 -5.3942 -0.4210
C 0.2360 -5.5013 0.9393
C 0.1701 -4.2239 1.4049
N 0.2822 -3.3467 0.3526
C 0.4066 -4.0809 -0.7288
H 0.4599 -6.1570 -1.0696
H 0.1863 -6.4501 1.4429
H 0.0517 -3.8737 2.4145
H 0.5234 -3.7066 -1.7333
*
```


Density functional theory data (ωB97M-V/def2-TZVPD) for a structure of composition C32H27BaClN4O5S.

Results
HOMO level	-1.734	eV

```
! RIJCOSX wB97M-V def2-TZVPD def2/J DEFGRID3
* xyz -2 1
Ba -0.3588 -1.6613 -0.1079
O -0.0569 -1.0201 -2.6023
S 1.2707 -0.4098 -2.5570
O 2.3754 -1.3495 -2.5286
N 1.2240 0.5562 -1.3330
C 2.3608 1.2488 -0.9683
C 3.5087 1.4114 -1.7108
C 4.5800 2.2035 -1.2310
C 4.5324 2.8149 -0.0153
C 3.3825 2.6367 0.8047
C 3.2850 3.1972 2.1016
C 2.1739 2.9542 2.8517
C 1.1527 2.1453 2.2985
N 1.2076 1.6250 1.1043
C 2.3058 1.8608 0.3422
C 1.4401 0.4730 -4.1056
C 0.6539 1.5943 -4.3270
C 0.7551 2.2750 -5.5278
C 1.6367 1.8340 -6.5058
C 2.4165 0.7123 -6.2778
C 2.3218 0.0279 -5.0737
H 3.6311 0.9323 -2.6710
H 5.4542 2.3058 -1.8643
H 5.3558 3.4152 0.3540
H 4.1063 3.7987 2.4772
H 2.0582 3.3484 3.8530
H 0.2662 1.9193 2.8797
H -0.0274 1.9250 -3.5537
H 0.1436 3.1520 -5.7015
H 1.7143 2.3676 -7.4453
H 3.1042 0.3633 -7.0379
H 2.9219 -0.8475 -4.8695
Cl 2.6185 -2.9620 7.5110
C 1.8883 -2.5730 5.9636
C 2.2822 -3.2810 4.8198
C 1.7214 -2.9968 3.6074
C 0.7185 -1.9740 3.4422
O 0.2151 -1.7672 2.3119
C 0.3504 -1.2634 4.6347
C -0.6173 -0.1745 4.6918
O -1.1641 0.4070 3.7792
C 0.9407 -1.5920 5.8690
H 3.0304 -4.0607 4.9003
H 2.0048 -3.5499 2.7217
H -0.7752 0.1849 5.7389
H 0.6328 -1.0461 6.7538
C -3.4375 0.7911 -1.8553
N -2.5675 0.8379 -0.7014
C -1.8949 2.1107 -0.6005
C -3.3109 0.5681 0.5349
C -4.0258 -0.7672 0.5279
C -5.4092 -0.7711 0.6767
C -6.1066 -1.9722 0.6611
C -5.3951 -3.1467 0.4835
C -4.0107 -3.1068 0.3281
C -3.2526 -1.9272 0.3454
H -4.2226 1.5732 -1.8099
H -3.9238 -0.1801 -1.9144
H -2.8476 0.9444 -2.7614
H -2.6090 2.9402 -0.4216
H -1.3546 2.3189 -1.5268
H -1.1676 2.0861 0.2083
H -4.0466 1.3836 0.7063
H -2.5896 0.6150 1.3568
H -5.9455 0.1664 0.8037
H -7.1866 -1.9850 0.7790
H -5.9177 -4.1003 0.4608
H -3.5092 -4.0616 0.1856
O 0.0159 -6.0829 -2.1824
C -0.0052 -5.1479 -1.4212
N -0.0222 -4.2480 -0.6603
*
```


Max |F| for every record listed, in sequence, given in eV/Å: 1.27, 4.60, 2.18, 1.26.